[1]
# C4H7N3

An isolated molecule of C4H7N3 at a distorted geometry (ωB97M-V/def2-TZVPD, the Open Molecules 2025 dataset).

Output
SMILES = C/C=C1/CNN=N1
Calculated total energy = -8729.319 eV
ΔE to the lowest compared entry with this formula, charge and spin = 2.360 eV
Gap between HOMO and LUMO = 8.97 eV
Molecular weight = 97.12 g mol⁻¹

Geometry (Å):
C -2.16 0.79 0.32
C -1.02 0.34 -0.53
C 0.23 0.20 -0.10
C 1.23 -0.75 -0.68
N 2.34 -0.51 0.21
N 1.90 0.08 1.34
N 0.71 0.49 1.22
H -2.96 0.04 0.36
H -1.79 0.96 1.34
H -2.60 1.72 -0.06
H -1.23 0.00 -1.55
H 0.63 -1.62 -0.40
H 1.51 -0.75 -1.73
H 3.22 -0.99 0.25


[2]
# C4H7N3

A cluster of 2 separate species, C4H7N3 in total (ωB97M-V/def2-TZVPD, the Open Molecules 2025 dataset).

Output
Calculated total energy = -8726.303 eV
ΔE to the lowest compared entry with this formula, charge and spin = 5.376 eV
Gap between HOMO and LUMO = 8.73 eV
Molecular weight = 97.12 g mol⁻¹

Geometry (Å):
C 2.28 0.28 0.23
N 1.16 0.48 -0.68
C -0.11 0.49 -0.25
N -1.12 0.94 -0.86
N -2.28 0.40 -0.95
C -2.07 -1.12 0.68
C -0.85 -1.06 0.95
H 1.99 0.43 1.26
H 2.70 -0.72 0.16
H 3.08 0.99 0.02
H 1.35 0.48 -1.67
H -2.97 1.16 -1.08
H -3.11 -1.34 0.60
H 0.00 -1.37 1.53


[3]
# C4H7N3

An isolated molecule of C4H7N3 (ωB97M-V/def2-TZVPD, the Open Molecules 2025 dataset).

Output
Calculated total energy = -8727.528 eV
ΔE to the lowest compared entry with this formula, charge and spin = 4.151 eV
Gap between HOMO and LUMO = 8.60 eV
Molecular weight = 97.12 g mol⁻¹

Geometry (Å):
C -0.53 -0.33 -2.70
N -0.97 -0.20 -1.28
C 0.04 0.42 -0.44
C -0.11 0.54 0.87
C 0.82 0.03 2.93
N -0.09 0.78 2.06
N -2.06 -0.54 -0.87
H -1.41 -0.63 -3.26
H 0.26 -1.09 -2.77
H -0.14 0.63 -3.06
H 0.93 0.84 -0.89
H 0.49 0.10 3.97
H 0.93 -1.01 2.63
H 1.78 0.54 2.83